Record 1
A molecular structure, C16H28F12InN6O12S4 at a distorted geometry. Source: the Open Molecules 2025 dataset; level of theory: wB97M-V/def2-TZVPD.

Cartesian coordinates (Å):
1 In 0.374 0.538 0.536
2 S -0.946 4.051 1.727
3 S -0.281 -3.324 0.048
4 S -0.432 4.326 -0.919
5 S 1.523 -2.585 -1.909
6 F -0.784 -2.501 -3.307
7 F 0.732 -4.688 2.199
8 F -3.108 5.531 0.762
9 F -3.613 3.620 1.569
10 F 2.266 -4.040 0.837
11 F 1.022 -5.690 0.332
12 F -2.972 5.270 2.870
13 F 0.874 -2.160 -4.561
14 F -1.175 2.198 -2.358
15 F -2.833 3.386 -1.740
16 F 0.364 -0.604 -3.174
17 F -1.613 4.113 -3.346
18 O 2.743 -1.833 -2.025
19 O -1.761 0.506 2.313
20 O -0.100 5.213 1.891
21 O -2.224 -0.091 -0.694
22 O 0.947 4.167 -1.325
23 O -1.137 -2.736 1.070
24 O -0.966 3.153 2.870
25 O -0.966 5.650 -0.845
26 O 1.610 -4.002 -2.132
27 O 3.047 -0.172 1.330
28 O -0.960 -4.159 -0.905
29 O 1.940 1.266 -1.660
30 N 3.852 1.390 -2.786
31 N 4.306 -1.981 1.050
32 N -2.890 -1.340 2.906
33 N 0.687 -2.082 -0.614
34 N -0.673 3.182 0.397
35 N -4.096 -1.380 -0.627
36 C -3.596 -2.016 4.005
37 C -3.636 0.895 3.632
38 C 0.403 -1.914 -3.302
39 C 5.573 -2.680 0.989
40 C 1.016 -4.507 0.924
41 C -2.720 -0.021 2.913
42 C 5.393 0.075 1.883
43 C 4.668 0.888 -1.675
44 C -3.602 -2.583 -1.338
45 C 2.522 1.403 -2.739
46 C -3.445 -0.224 -0.559
47 C -1.586 3.460 -2.207
48 C -2.805 4.658 1.724
49 C -4.418 0.992 -0.456
50 C 1.881 1.907 -4.004
51 C 4.147 -0.737 1.498
52 H 4.445 1.454 -3.596
53 H -2.294 -1.921 2.330
54 H 4.699 1.547 -0.807
55 H -4.022 -2.686 -2.338
56 H -4.043 -3.397 -0.763
57 H -3.748 0.679 4.700
58 H 4.357 -0.119 -1.401
59 H 5.653 -0.315 2.869
60 H -3.288 1.924 3.677
61 H 6.242 -2.242 0.249
62 H -4.663 0.768 3.287
63 H 0.827 2.114 -3.831
64 H 6.158 -0.102 1.131
65 H -4.658 -1.924 3.775
66 H -3.450 -1.512 4.959
67 H 2.364 2.825 -4.337
68 H 5.186 1.133 2.013
69 H -4.154 1.690 0.332
70 H 5.958 -2.838 1.995
71 H -4.303 1.474 -1.428
72 H -3.256 -3.043 4.094
73 H 1.938 1.246 -4.871
74 H -5.451 0.650 -0.428
75 H -2.521 -2.624 -1.360
76 H 5.707 0.848 -2.004
77 H -5.097 -1.306 -0.566
78 H 3.497 -2.442 0.674
79 H 5.364 -3.669 0.579

Cartesian forces, eV/Å:
-0.82 -0.06 -1.23
0.56 0.56 3.84
-0.66 0.06 0.11
1.65 -1.19 -1.95
0.84 0.31 -2.63
-0.30 0.54 0.88
-0.42 0.49 0.10
0.44 -0.36 0.13
0.03 -0.35 0.49
-0.17 0.52 0.00
-0.53 0.39 -0.15
-0.06 -0.43 0.50
0.52 0.07 1.26
0.37 0.18 -0.39
0.08 0.43 0.25
-0.73 0.38 0.35
0.49 -0.05 -0.03
-0.59 0.17 0.46
1.19 0.89 -1.32
-1.05 -0.82 -1.00
0.76 -0.27 0.15
-1.42 -0.21 0.21
1.57 -0.02 -0.49
-0.24 0.01 -1.18
-0.28 -0.79 0.82
-0.53 0.64 0.92
-1.28 0.93 0.77
1.02 0.60 0.49
-1.00 -0.76 1.30
1.68 -1.01 1.16
0.52 0.16 0.57
-0.16 -0.06 1.09
-1.31 -1.06 1.54
-0.28 0.66 -1.53
0.30 -0.87 -1.11
-0.76 0.65 -0.51
-0.78 0.19 1.37
0.97 -1.15 -1.59
-0.51 -0.91 -0.31
0.22 -0.71 -0.44
1.15 -0.90 -0.30
-1.13 -0.98 0.66
0.26 -0.03 0.15
-0.86 -0.03 1.04
0.38 1.41 -0.71
-0.80 1.82 0.15
0.00 -0.30 1.22
0.64 0.80 -1.34
0.96 -0.94 -0.39
-0.75 0.00 -0.39
-0.11 0.88 -2.22
-0.99 0.31 -0.65
0.25 0.35 -0.06
-0.53 0.05 -0.01
0.10 0.47 -0.12
0.58 -0.40 -0.10
0.36 -0.58 -0.02
-0.09 0.10 0.16
0.67 0.05 -0.10
0.01 -0.04 -0.80
0.30 0.29 0.48
0.10 0.31 -0.42
0.09 -0.01 0.06
0.20 0.01 0.25
-0.12 -0.63 0.28
0.29 -0.03 -0.05
0.04 0.09 0.30
-0.28 -0.09 -0.26
-0.05 -0.06 -0.02
0.51 0.26 -0.21
0.06 0.24 0.12
-0.17 0.00 -0.18
0.14 -0.39 0.29
-0.02 0.16 0.42
-0.24 0.06 0.06
-0.09 -0.10 -0.24
0.01 -0.05 -0.04
-0.16 0.20 -0.04
-0.05 -0.04 0.15

Values from the calculation:
Charge: +1
Kohn-Sham gap, eV: 4.23
HOMO energy, eV: -12.756

Record 2
4 unconnected molecules or ions with the total composition C16H28N4 at a distorted geometry. Source: the Open Molecules 2025 dataset; level of theory: wB97M-V/def2-TZVPD.

Cartesian coordinates (Å):
1 N 1.265 -1.693 4.592
2 N 1.713 -0.801 -3.984
3 N -1.129 0.580 -4.677
4 N -0.404 3.372 -1.805
5 C -0.565 0.207 0.449
6 C 2.381 -0.439 -3.103
7 C -1.332 -0.398 -4.011
8 C -1.102 2.544 -1.529
9 C -1.525 -1.611 -3.175
10 C 2.610 0.175 -0.577
11 C -0.126 0.547 4.865
12 C -2.016 1.428 -1.195
13 C -1.193 -2.619 -0.817
14 C -1.895 0.889 0.205
15 C -0.309 1.293 3.544
16 C 0.690 -0.690 4.704
17 C 3.280 -0.069 -1.983
18 C -1.242 -1.372 -1.720
19 C 1.000 1.755 2.797
20 C 1.382 -0.709 -0.355
21 H -2.032 -0.779 -1.261
22 H -2.228 -2.959 -0.785
23 H -1.057 0.167 5.286
24 H 1.601 -1.754 -0.576
25 H 0.239 0.613 -0.164
26 H -0.982 -2.307 0.206
27 H 4.082 0.549 -2.386
28 H -0.269 -0.883 -1.657
29 H 1.612 0.880 2.576
30 H 3.871 -0.983 -1.936
31 H 0.648 2.175 1.855
32 H 0.566 -0.313 -0.959
33 H 2.367 1.238 -0.583
34 H -0.824 -2.356 -3.553
35 H -2.725 0.202 0.368
36 H 1.585 2.560 3.242
37 H -2.039 1.694 0.925
38 H -2.517 -2.037 -3.320
39 H -0.232 0.342 1.478
40 H -2.924 2.022 -1.296
41 H 0.397 1.194 5.569
42 H 0.973 -0.860 0.644
43 H -0.548 -3.476 -1.013
44 H -1.840 0.625 -1.911
45 H 3.304 0.143 0.262
46 H -0.810 0.675 2.798
47 H -1.023 2.088 3.761
48 H -0.678 -0.850 0.209

Cartesian forces, eV/Å:
-0.72 1.43 0.05
1.04 0.48 1.45
-1.13 -4.59 3.21
2.61 3.25 -0.95
-2.63 1.63 1.15
-1.04 0.01 -0.74
0.71 4.07 -2.86
-1.86 -3.87 1.29
0.05 -0.32 -0.84
0.21 0.86 -0.60
1.00 -0.92 -0.43
0.27 2.04 -0.43
-0.99 -0.18 -0.09
-0.05 0.58 0.90
0.50 0.30 -0.26
0.53 -0.90 -0.08
0.32 -1.84 0.01
0.22 -1.20 0.37
-1.35 0.19 0.39
3.08 -1.96 -0.91
0.34 -0.57 -0.38
-0.01 -0.53 0.08
-0.17 0.48 0.05
0.41 -0.19 -0.84
-1.86 1.65 1.17
-0.01 -0.47 -0.06
-0.54 1.04 0.45
-1.28 -0.32 -0.84
0.17 0.10 0.09
-0.01 -0.50 0.48
0.18 -0.05 -0.17
2.68 -1.38 -0.34
-0.65 0.15 0.07
0.13 0.00 -0.13
-0.11 -0.10 0.08
-0.03 -0.30 0.48
-0.12 0.21 0.00
-0.14 0.19 -0.18
-0.17 -0.48 -0.77
-0.85 -0.99 -0.34
-0.18 -0.08 0.22
1.47 0.52 -0.05
0.14 0.30 -0.57
-0.63 1.19 -0.25
0.45 -0.56 -0.36
-0.31 -0.12 0.85
0.31 0.41 -0.17
0.04 1.38 0.79

Values from the calculation:
Kohn-Sham gap, eV: 11.01
Structure (SMILES): CCCC#N.CCCC#N.CCCC#N.CCCC#N
HOMO energy, eV: -10.608